The following is a quantum chemistry calculation of a molecular structure, C40H40CsN11S2Sb2Se4, from the Open Molecules 2025 dataset.

ΔE to the lowest compared entry with this formula, charge and spin   27.05 kcal per mole
2S+1   1
Total charge   -2

Geometry (Å):
Cs 0.15426 3.77656 0.43336
N 0.32134 2.69094 5.21552
C 0.66927 2.74499 3.92791
N 1.30201 1.81622 3.26597
C 1.72319 0.69537 3.94829
N 2.49289 -0.21724 3.43610
N 2.82165 -0.14019 2.09839
C 3.28608 0.92408 1.58980
C 3.57205 0.91354 0.13372
C 4.39762 -0.05191 -0.43368
C 4.60457 -0.03241 -1.80170
C 3.97824 0.94290 -2.56061
C 3.16815 1.85935 -1.90793
N 2.96597 1.85536 -0.59393
C 1.24701 0.49671 5.32965
C 1.45887 -0.68247 6.04520
C 0.97301 -0.82078 7.32902
C 0.25425 0.22492 7.91776
C 0.02892 1.39676 7.23041
C 0.52906 1.53400 5.93031
H -0.30796 3.45635 5.56961
H 0.41913 3.68117 3.43566
H 3.43858 1.84986 2.13952
H 4.84484 -0.80137 0.20442
H 5.23867 -0.77451 -2.27266
H 4.08657 0.98268 -3.63566
H 2.63730 2.62146 -2.47049
H 2.00559 -1.47881 5.55825
H 1.13709 -1.74058 7.87671
H -0.13800 0.11170 8.92131
H -0.53848 2.21429 7.65804
C -3.46990 1.00993 4.88809
C -3.78165 0.55648 3.51469
N -4.95931 0.47153 2.97238
N -4.70520 0.03687 1.70206
C -3.40354 -0.14780 1.43871
S -2.69895 -0.72892 0.02137
N -2.81802 0.17422 2.61325
N -1.45528 0.14995 2.90702
H -4.38940 1.05054 5.46723
H -3.03316 2.01357 4.84717
H -2.75377 0.33320 5.35802
H -5.44247 -0.04420 1.02802
H -0.98189 -0.13711 2.05091
H -1.18856 1.13402 3.04812
Se -1.85875 5.05003 5.87278
Sb -1.93645 5.56471 3.43470
Se -2.38832 3.36926 2.32451
Se 0.32849 6.25991 2.65384
Se -3.65378 7.16323 2.79618
C 0.20694 2.94841 -5.91909
C -0.41511 3.47848 -4.67028
C -1.01821 4.68301 -4.38574
C -1.40385 4.59757 -3.02565
N -1.05703 3.42589 -2.52144
N -0.45169 2.76595 -3.52579
C -2.09059 5.61397 -2.17023
H -0.12528 3.53085 -6.77714
H -0.06335 1.90382 -6.08015
H 1.29690 3.00318 -5.87316
H -1.16621 5.50791 -5.06349
H -0.16054 1.80446 -3.40072
H -2.93688 6.05991 -2.69362
H -1.41410 6.42346 -1.88852
H -2.46288 5.15663 -1.25343
S 0.86079 -0.36099 -4.17063
Sb 0.36690 -2.21631 -2.98647
C 1.09629 -3.85971 -4.11465
C 1.84231 -3.62317 -5.26200
C 2.33469 -4.69106 -6.00216
C 2.07830 -5.99316 -5.59808
C 1.32990 -6.23225 -4.45254
C 0.84104 -5.16680 -3.71052
C 1.24924 -2.62196 -1.12306
C 0.54378 -2.43436 0.06301
C 1.14563 -2.75271 1.27085
C 2.43570 -3.26177 1.29340
C 3.13048 -3.45884 0.10918
C 2.54130 -3.13432 -1.10476
C -1.68960 -2.62231 -2.81542
C -2.55574 -2.04564 -3.73730
C -3.90518 -2.35894 -3.69917
C -4.38400 -3.24899 -2.74711
C -3.51977 -3.82071 -1.82693
C -2.16850 -3.50714 -1.85614
H 2.02738 -2.59972 -5.57050
H 2.91764 -4.50483 -6.89575
H 2.46166 -6.82500 -6.17618
H 1.12858 -7.24821 -4.13645
H 0.26199 -5.35857 -2.81349
H -0.45193 -2.00265 0.06496
H 0.62119 -2.55920 2.19833
H 2.91068 -3.46610 2.24395
H 4.14332 -3.84253 0.12829
H 3.09022 -3.28148 -2.02893
H -2.17544 -1.33389 -4.46180
H -4.58534 -1.89635 -4.40275
H -5.44102 -3.48092 -2.70983
H -3.89847 -4.48827 -1.06408
H -1.50396 -3.93298 -1.11414

Atoms 1-6, force components in eV/Å:
0.6 -0.3 -0.5
-0.1 -0.1 0.0
0.0 0.1 0.0
0.0 0.0 0.0
0.0 0.0 -0.1
0.0 0.0 0.1